# 1
Molecular formula: C7H7ClS
Method: DFT, ωB97M-V/def2-TZVPD

Computed properties:
Highest occupied orbital energy (eV): -8.67
LUMO (eV): 0.7
Frontier orbital gap (eV): 9.40

The geometry in XYZ format:
```
16
C7H7ClS, DFT ωB97M-V/def2-TZVPD
C 0.773 -2.391 -1.452
C 0.779 -1.162 -0.622
C -0.308 -0.413 -0.418
Cl -1.901 -1.001 -0.932
C -0.509 0.788 0.606
C -1.624 0.885 1.387
C -1.341 1.932 2.390
C -0.103 2.457 2.325
S 0.814 1.880 0.942
H 1.296 -2.230 -2.422
H 1.179 -3.200 -0.810
H -0.246 -2.464 -1.854
H 1.787 -0.886 -0.320
H -2.510 0.367 1.110
H -2.039 2.167 3.288
H 0.409 3.264 2.744
```


# 2
Molecular formula: C7H7CrO6
Method: DFT, ωB97M-V/def2-TZVPD

Computed properties:
Highest occupied orbital energy (alpha / beta) (eV): -12.91 / -15.13
LUMO (alpha / beta) (eV): -4.0 / -7.1
Frontier orbital gap (alpha / beta) (eV): 8.92 / 8.02
Multiplicity: 5
Charge: +1

The geometry in XYZ format:
```
21
C7H7CrO6, DFT ωB97M-V/def2-TZVPD
O 6.025 2.804 -1.424
C 5.306 1.964 -1.069
Cr 1.198 0.437 0.568
C 0.352 -1.140 1.077
O -0.224 -2.122 1.380
C -0.191 1.599 0.958
O -1.077 2.349 1.161
C 0.675 0.416 -1.212
O 0.341 0.455 -2.349
C 1.904 0.808 2.195
O 2.397 1.108 3.242
H 1.907 1.757 0.134
C -2.775 -1.667 -0.215
C -1.489 -1.180 -0.866
O -1.013 -0.036 -0.083
H -2.608 -2.040 0.805
H -3.176 -2.490 -0.830
H -3.517 -0.858 -0.180
H -0.752 -1.979 -0.974
H -1.707 -0.835 -1.883
H -1.576 0.653 -0.435
```